C23H30ClN3O3 | wB97M-V/def2-TZVPD

Geometry as XYZ:
```
60
Properties=species:S:1:pos:R:3:forces:R:3:nbo_charge:R:1
H -0.667726 1.916784 -3.720524 0.0 -0.1 0.0 0.19
H 0.756056 2.894530 0.263228 0.0 0.0 0.1 0.22
C -0.484870 3.296700 -2.078183 0.0 -0.2 -0.2 -0.05
C -0.127891 3.850840 -4.495784 0.1 -0.3 -0.1 -0.40
C -0.949545 -1.989594 -0.216146 -0.1 -0.1 0.4 0.19
C -2.827685 1.814708 0.521108 -0.4 0.6 0.4 -0.17
H 1.281786 2.072124 -2.072391 0.0 -0.1 -0.1 0.19
H 3.659721 4.224691 -1.775161 0.1 0.0 0.1 0.21
H -2.742252 2.079348 1.581535 0.0 0.0 -0.3 0.24
H -3.894676 1.776099 0.271978 0.2 0.0 0.0 0.21
C 1.794358 4.004237 -2.869333 0.2 -0.5 -0.2 -0.21
H -0.942430 -2.874180 3.940106 0.0 0.0 0.1 0.24
H 0.530052 -6.228947 5.951133 0.0 0.0 0.1 0.22
H -0.770807 4.326707 -1.840514 0.1 -0.1 0.0 0.23
C -2.172994 2.906741 -0.327190 0.0 -0.7 0.1 0.66
N -1.224617 2.456976 -1.161153 0.2 -0.3 -0.2 -0.62
H 2.661159 -4.974867 6.007276 0.1 0.0 0.1 0.22
H 3.813429 4.400681 -3.517448 0.1 0.0 -0.1 0.21
O -2.515276 4.065456 -0.226267 -0.2 0.3 0.1 -0.63
H 3.591349 2.798804 -2.815589 0.1 -0.1 0.0 0.20
H -0.039197 -0.471370 -1.383092 0.0 0.1 -0.1 0.21
C 0.855776 -5.670620 5.087241 0.0 0.0 0.1 -0.23
O -2.240244 0.542262 0.293289 0.1 -0.1 -0.2 -0.53
C 2.049120 -4.969542 5.118701 0.0 0.0 0.0 -0.19
H 1.533462 5.049165 -2.668056 -0.1 0.0 0.0 0.20
N -0.773183 -3.608972 1.161403 -0.4 0.6 0.2 -0.16
C 0.076142 -5.650417 3.945078 0.1 0.0 -0.1 -0.14
H -0.856455 -6.195166 3.924720 -0.1 0.0 0.0 0.21
C 1.029143 3.120924 -1.870167 -0.2 0.5 0.2 -0.20
H 2.426321 3.174245 -0.209747 0.1 0.0 0.1 0.21
C -1.524458 -1.556475 1.010683 0.2 -0.5 0.1 -0.31
C -1.383862 -2.647756 1.872909 -0.1 0.4 -0.2 0.26
H -2.409095 -1.956838 3.570506 0.0 -0.1 0.0 0.27
C 3.307827 3.845956 -2.730036 -0.3 0.2 0.1 -0.60
H 0.146035 -5.365294 0.735797 -0.2 0.1 0.1 0.25
C 1.396158 3.444625 -0.422672 0.0 -0.2 -0.2 -0.61
C -2.153566 -0.292281 1.355659 -0.1 0.0 0.4 0.80
Cl 2.232517 -3.369100 1.481019 0.2 0.0 0.0 0.02
H 1.264070 4.506549 -0.228517 0.0 0.2 0.1 0.21
H -0.448482 -1.951254 -2.260639 0.0 0.0 -0.1 0.24
H -0.394604 4.895578 -4.324143 0.0 0.1 0.0 0.20
C 1.372256 3.669114 -4.302013 -0.2 0.4 0.1 -0.39
H 3.392126 -3.714261 4.014605 0.1 0.1 0.0 0.23
H 1.645818 2.634729 -4.524659 0.1 -0.1 0.0 0.19
C 2.462232 -4.260360 4.005636 0.0 0.0 -0.1 -0.22
H -1.965589 3.115093 -3.628920 0.0 -0.1 0.0 0.22
C -1.808372 -2.814351 3.281149 -0.1 0.1 0.1 -0.67
C 1.678024 -4.251779 2.862240 -0.1 -0.1 0.2 -0.02
C -0.889879 2.967980 -3.516683 0.0 0.4 0.1 -0.39
H -0.406528 3.596896 -5.520351 0.0 0.1 0.0 0.21
H -1.297784 -5.531364 1.764669 0.1 0.0 0.0 0.21
C -0.787751 -1.255969 -1.497314 0.0 -0.1 -0.1 -0.64
N -0.511195 -3.222599 -0.092342 0.2 0.0 -0.9 -0.28
C 0.467926 -4.941260 2.816072 0.1 0.0 -0.1 -0.09
O -2.565448 0.004811 2.453407 0.0 0.1 -0.2 -0.61
H 1.913366 4.312543 -4.998691 0.1 0.0 0.0 0.21
H -1.729234 -0.804464 -1.802168 0.0 0.0 -0.1 0.23
H -1.042686 1.464692 -1.179276 -0.1 0.1 0.1 0.41
H -2.390504 -3.727248 3.401733 0.0 -0.1 0.1 0.22
C -0.397343 -4.934261 1.582288 0.1 -0.4 0.1 -0.24
```
Positions in Å, forces in eV/Å.

As for the HOMO energy: -9.34 eV. The value obtained for the energy above the lowest of the compared OMol25 structures with the same formula, charge and spin is 0.0 kJ/mol. For the calculated total energy, the calculation gives -47475.1908 eV. The HOMO-LUMO gap is 9.951 eV. The LUMO energy is 0.022 hartree. The net charge is 0. As for the SMILES: Cc1nn(Cc2ccccc2Cl)c(C)c1C(=O)OCC(=O)N[C@@H]1CCC[C@H](C)[C@H]1C.


C4H13N3 | wB97M-V/def2-TZVPD

Geometry as XYZ:
```
20
Properties=species:S:1:pos:R:3:forces:R:3:nbo_charge:R:1
H -1.186184 -1.753610 -1.889984 0.0 0.2 0.2 0.29
C 2.033992 1.181301 -0.145264 0.0 0.1 0.2 -0.67
H 0.553245 0.078658 -1.394125 -0.7 0.0 0.1 0.48
H 1.706091 2.099793 -0.632603 0.0 0.1 0.0 0.24
H -0.108785 -1.995182 -0.474726 -0.2 0.2 -0.1 0.26
C -1.814207 -1.048188 1.233911 -0.1 -0.3 0.7 0.19
H -0.856852 -1.228610 1.708863 0.0 0.0 -0.2 0.24
H -0.791046 1.568928 0.346403 0.0 0.0 -0.5 0.43
N -0.417243 0.062192 -0.983132 0.4 0.3 -0.6 -0.38
H -2.980162 -1.339171 -0.384711 0.2 0.1 0.2 0.47
N -2.031572 -1.347403 -0.000398 -0.4 -0.2 -0.2 -0.47
H -1.028664 0.591016 -1.627315 0.2 0.0 0.3 0.46
C -0.920279 -1.387205 -0.893826 0.4 -0.6 -0.1 -0.08
H 1.277718 -0.322481 1.207691 -0.1 0.0 0.1 0.21
H -2.643153 -0.793450 1.888081 -0.1 0.1 -0.1 0.27
H 2.955954 1.415639 0.382862 0.1 -0.1 0.0 0.30
H 0.972795 1.338414 1.726970 -0.2 -0.1 0.0 0.27
C 1.003366 0.676893 0.861372 0.7 0.1 -0.2 -0.26
H 2.305874 0.434308 -0.897458 0.1 0.0 0.0 0.21
N -0.361710 0.648565 0.308368 -0.3 0.3 0.6 -0.43
```
Positions in Å, forces in eV/Å.

As for the HOMO energy: -19.63 eV. The value obtained for the energy above the lowest of the compared OMol25 structures with the same formula, charge and spin is 384.0 kJ/mol. For the calculated total energy, the calculation gives -8809.5967 eV. The HOMO-LUMO gap is 10.372 eV. The LUMO energy is -0.340 hartree. The net charge is +2. As for the SMILES: C=[NH+]C[NH2+]NCC.


C29H46P2SV | wB97M-V/def2-TZVPD

Geometry as XYZ:
```
79
Properties=species:S:1:pos:R:3:forces:R:3:mulliken_spin:R:1
H 3.215047 -0.946919 1.086111 -0.1 -0.3 -0.4 0.00
C -0.451880 3.317140 1.474248 -0.1 0.0 0.0 -0.02
C -4.349071 0.445958 -1.885776 0.0 0.4 0.2 -0.01
H -4.842139 0.790964 -2.812280 -0.1 0.0 0.6 0.00
H 1.089583 -3.979503 -0.767788 -0.2 0.1 -0.2 0.00
C -0.831247 -0.809846 1.547278 1.9 0.9 0.4 0.04
H 0.735588 0.731849 3.286956 0.1 0.1 -0.2 0.00
H -2.852419 -1.833164 -0.623175 -0.5 0.9 -1.5 0.00
C -2.972275 3.718906 0.301442 0.5 -0.1 0.3 0.01
H -0.903462 2.959838 -6.310959 0.1 0.1 0.4 0.00
H -2.295637 -0.329263 -5.661068 0.3 0.2 0.2 0.00
C 1.041682 2.304845 -5.546307 0.7 0.8 -0.6 0.07
H -1.501631 0.120048 3.324610 -0.2 0.1 0.0 0.00
H -1.263111 4.308916 3.214322 -0.2 -0.1 -0.4 0.00
H 3.326103 4.038504 -1.888740 0.3 -0.3 -0.2 0.00
H -2.548900 0.940625 -3.711222 0.8 0.6 -0.5 -0.07
H -0.306356 -1.430737 -5.787750 0.1 0.1 0.2 0.00
C -0.728241 2.877622 0.181560 1.3 0.0 -0.5 0.09
H -2.046391 3.154629 -4.105045 0.4 -0.1 0.1 0.00
H 5.015195 3.441846 -2.179442 -0.5 0.3 -0.1 0.00
S 0.928897 2.739558 -1.118165 -1.9 1.5 0.6 0.12
C -1.117952 2.564239 -4.186095 -2.0 1.9 -1.2 0.17
H 2.271820 0.105295 2.647489 -0.3 0.2 0.0 0.00
C -1.475661 3.959221 2.198710 0.4 -0.3 -0.4 0.01
C 1.336282 1.367729 -4.398182 -1.0 -0.7 -1.4 -0.09
H -3.942385 1.308019 -1.330198 -0.3 -0.4 -0.1 0.00
H -5.027604 -0.140692 -1.244619 -0.1 0.5 -0.3 0.00
H 1.122423 1.824466 -6.538759 -0.1 0.0 0.4 0.00
C -1.957985 3.077453 -0.418781 -0.1 -0.1 -0.1 0.07
C -2.363529 -2.420488 0.211031 2.3 -0.8 2.3 0.01
H -0.126823 4.122226 -5.256495 0.0 -0.2 -0.1 0.00
H -0.616400 2.863145 -3.185420 -0.7 0.9 -0.9 0.01
H 1.601110 -0.764695 -4.467541 -0.2 -0.2 0.4 -0.02
C 4.366512 0.276244 -2.085891 1.3 0.1 0.7 0.01
P -3.032718 -0.710740 -2.356621 0.9 -0.8 1.5 0.04
H 1.855199 3.054958 -5.566854 -0.3 -0.2 0.0 0.02
C -0.304699 3.047802 -5.393482 0.2 0.5 0.0 -0.04
H -4.423236 -2.492278 -3.077684 -0.1 0.3 -0.5 0.00
H -3.240549 -1.998582 -4.338476 -0.5 -0.1 0.1 0.00
C 3.967484 3.413325 -2.533833 1.1 0.5 0.3 0.01
C -1.548711 1.087427 -4.186606 -2.1 -0.2 -2.3 -0.07
C 1.270944 0.469924 2.367951 0.4 0.2 0.4 0.00
H -0.486275 -3.562978 -1.477531 0.2 0.0 -0.1 0.00
H 0.973553 -2.662972 -1.943038 -0.2 -0.1 0.1 0.00
H 3.947640 3.822934 -3.564270 -0.1 -0.4 0.6 0.01
C -3.970541 -1.630718 -3.602687 0.0 -0.1 -0.4 0.00
C -1.059756 -1.851108 0.594171 -1.4 -0.5 -0.8 -0.01
H 2.462392 1.444736 -4.083712 -0.2 -0.4 -0.1 0.09
C -2.719217 4.167073 1.602448 -0.1 0.0 0.0 -0.01
H 2.669713 -0.461220 -0.528832 0.0 -0.4 0.4 0.01
H 1.422413 1.385283 1.774149 0.1 -0.2 0.2 0.00
C -1.862222 -0.084623 2.313493 -0.3 0.1 0.3 0.00
P 3.391908 1.715470 -2.478965 -2.3 -0.7 -0.9 0.43
H 4.838018 0.473542 -1.101363 0.0 -0.7 -0.4 0.02
V -0.027415 1.233644 -3.126580 2.4 1.2 8.0 0.66
C -1.459644 0.380484 -5.545333 -0.7 0.0 -0.3 0.02
H 0.374999 -0.083833 -6.637824 0.1 0.0 0.4 0.00
H 5.125936 0.087986 -2.855379 0.0 0.3 0.3 0.01
H 2.978961 -2.204648 -0.179303 0.0 0.3 0.0 0.00
C 1.737817 1.488666 -1.838464 -0.1 -1.4 -0.5 0.44
C -0.122816 -0.354265 -5.698270 -0.2 -0.4 0.0 0.00
C 0.757890 -0.064696 -4.466230 2.2 -1.3 -2.3 -0.03
H -3.934008 3.895460 -0.167411 0.1 0.0 0.1 0.00
C 2.589872 -1.262273 0.229925 0.6 0.2 0.1 0.00
H 3.714580 -0.613956 -2.057270 0.2 0.7 0.0 -0.01
H -4.726663 -0.971052 -4.083091 0.4 -0.7 0.2 0.00
H 0.164632 -0.385945 -3.503653 0.5 -0.9 -0.9 0.03
H -3.489033 4.714221 2.149020 0.2 -0.2 -0.2 0.00
H -2.109902 0.879394 1.849133 -0.1 -0.1 0.1 0.00
C 0.551620 -0.542345 1.574442 -2.7 0.1 0.4 -0.02
H -1.618477 1.100161 -6.360214 0.1 -0.2 0.2 0.00
C 0.192704 -2.179820 -0.002439 1.9 1.0 0.5 -0.04
H -2.223805 -3.455956 -0.144353 -0.4 0.5 -0.2 0.00
H -2.774973 -0.680036 2.384121 0.0 0.2 0.1 0.00
H -3.066342 -2.398543 1.057674 0.0 0.1 -0.5 0.00
C 0.451907 -3.143480 -1.098808 0.1 -0.4 -0.3 0.00
H 0.541075 3.177612 1.916822 -0.5 0.2 -0.2 0.00
H -2.135345 2.761358 -1.447180 0.0 0.1 0.2 -0.03
C 1.176350 -1.371269 0.612347 -1.4 -1.9 -1.6 0.04
```
Positions in Å, forces in eV/Å.

The spin multiplicity is 3. The expectation value of S² is 2.38. As for the HOMO energy (alpha / beta): -8.45 / -8.39 eV. For the calculated total energy, the calculation gives -85899.9264 eV. The HOMO-LUMO gap (alpha / beta) is 4.297 / 3.620 eV. The LUMO energy (alpha / beta) is -0.152 / -0.175 hartree. The net charge is +1.